1.
ORCA calculation (wB97M-V/def2-TZVPD) on a single C41H50N6O2 molecule in a non-equilibrium geometry.

Cartesian coordinates (Å):
1 C 0.0629 -5.7681 -2.8303
2 H -0.8486 -5.5538 -3.3770
3 H 0.7197 -6.3532 -3.4705
4 H -0.2015 -6.3805 -1.9701
5 C 0.7637 -4.4888 -2.3616
6 C -0.1958 -3.6701 -1.4996
7 H 0.2942 -2.7691 -1.1382
8 H -1.0835 -3.3788 -2.0529
9 H -0.5090 -4.2651 -0.6432
10 C 1.9507 -4.9085 -1.4808
11 H 1.6117 -5.5348 -0.6587
12 H 2.4461 -4.0368 -1.0581
13 H 2.6790 -5.4720 -2.0603
14 C 1.3525 -3.6843 -3.5435
15 H 1.7980 -4.4065 -4.2327
16 H 2.1765 -3.0905 -3.1454
17 C 0.4771 -2.7342 -4.3946
18 C -0.0182 -1.5323 -3.6072
19 C -1.3307 -1.1042 -3.6519
20 C -1.7438 0.0372 -2.9650
21 C -0.8421 0.7965 -2.2104
22 C 0.4942 0.3670 -2.1659
23 C 0.8765 -0.7644 -2.8568
24 H 1.9152 -1.0517 -2.8010
25 C 1.4713 1.1561 -1.3492
26 C 1.2855 1.0002 0.1397
27 C 0.3900 0.1085 0.6964
28 C 0.2204 -0.0212 2.0743
29 C 0.9869 0.7939 2.8874
30 C 1.8982 1.6996 2.3522
31 C 2.0669 1.8181 0.9675
32 O 2.9325 2.6707 0.3900
33 H 3.3804 3.1881 1.0972
34 N 2.6224 2.4999 3.2400
35 N 2.4654 2.4002 4.5327
36 C 3.2941 3.3222 5.0441
37 C 3.5679 3.6980 6.3637
38 C 4.4804 4.7021 6.5501
39 C 5.1253 5.3372 5.4702
40 C 4.8786 4.9887 4.1686
41 C 3.9492 3.9673 3.9511
42 N 3.4855 3.4036 2.8247
43 H 5.3689 5.4721 3.3387
44 H 5.8343 6.1231 5.6852
45 H 4.7194 5.0252 7.5527
46 H 3.0707 3.2090 7.1858
47 H 0.9088 0.7652 3.9615
48 C -0.8001 -0.9607 2.6960
49 C -1.8056 -0.0796 3.4646
50 H -1.3305 0.4371 4.2934
51 H -2.6154 -0.6886 3.8607
52 H -2.2313 0.6671 2.7977
53 C -1.6065 -1.7311 1.6490
54 H -0.9719 -2.3030 0.9815
55 H -2.2873 -2.4169 2.1480
56 H -2.2012 -1.0427 1.0515
57 C -0.1491 -1.9056 3.7339
58 H -0.9627 -2.3974 4.2738
59 H 0.3656 -1.2696 4.4555
60 C 0.8494 -3.0100 3.3151
61 C 1.6422 -3.3815 4.5776
62 H 0.9700 -3.6792 5.3797
63 H 2.2358 -2.5375 4.9222
64 H 2.3173 -4.2101 4.3749
65 C 0.1330 -4.2761 2.8342
66 H -0.4040 -4.1094 1.9073
67 H 0.8594 -5.0684 2.6624
68 H -0.5746 -4.6245 3.5837
69 C 1.8430 -2.5529 2.2474
70 H 1.3465 -2.3445 1.3051
71 H 2.5805 -3.3352 2.0764
72 H 2.3648 -1.6537 2.5647
73 H -0.1926 -0.4970 0.0228
74 H 1.3616 2.2192 -1.5793
75 H 2.4950 0.8715 -1.6035
76 O -1.1798 1.9062 -1.5344
77 H -2.1406 2.0748 -1.6644
78 N -3.0902 0.4014 -3.0573
79 N -3.9399 -0.2907 -3.7676
80 C -5.1066 0.3532 -3.6175
81 C -6.3830 0.0996 -4.1314
82 C -7.3814 0.9684 -3.7792
83 C -7.1493 2.0738 -2.9365
84 C -5.9110 2.3465 -2.4187
85 C -4.8741 1.4746 -2.7638
86 N -3.5730 1.4577 -2.4357
87 H -5.7276 3.1908 -1.7735
88 H -7.9802 2.7209 -2.6970
89 H -8.3818 0.8102 -4.1541
90 H -6.5546 -0.7474 -4.7757
91 H -2.0877 -1.6245 -4.2125
92 C 1.3846 -2.1752 -5.5093
93 H 2.2594 -1.6808 -5.0956
94 H 1.7201 -2.9779 -6.1623
95 H 0.8374 -1.4505 -6.1082
96 C -0.6625 -3.4893 -5.0820
97 H -1.4382 -3.7782 -4.3800
98 H -0.2716 -4.3872 -5.5546
99 H -1.1125 -2.8721 -5.8566

Computed properties:
Net charge ... 0
Calculated total energy ... -2071.375196 hartree
HOMO energy ... -8.044 eV
Gap between HOMO and LUMO ... 7.83 eV
Spin multiplicity ... 1

The net atomic charges from natural (NBO), expressed in e, are: -0.608, 0.207, 0.204, 0.207, -0.042, -0.609, 0.208, 0.210, 0.206, -0.600, 0.207, 0.206, 0.205, -0.384, 0.207, 0.202, -0.062, -0.020, -0.229, 0.083, 0.306, -0.079, -0.138, 0.204, -0.435, -0.039, -0.226, 0.087, -0.250, 0.082, 0.305, -0.682, 0.512, 0.060, -0.251, 0.123, -0.209, -0.216, -0.205, -0.210, 0.075, -0.301, 0.225, 0.217, 0.217, 0.223, 0.240, -0.099, -0.589, 0.207, 0.204, 0.212, -0.610, 0.209, 0.214, 0.213, -0.380, 0.204, 0.206, -0.054, -0.597, 0.204, 0.206, 0.205, -0.606, 0.207, 0.205, 0.204, -0.603, 0.206, 0.205, 0.212, 0.221, 0.247, 0.227, -0.679, 0.514, 0.058, -0.251, 0.123, -0.209, -0.215, -0.204, -0.209, 0.075, -0.302, 0.226, 0.218, 0.217, 0.224, 0.248, -0.591, 0.207, 0.206, 0.212, -0.614, 0.209, 0.214, 0.212


2.
ORCA calculation (wB97M-V/def2-TZVPD) on 6 unconnected molecules or ions with the total composition C41H52F8N2O5P2.

Cartesian coordinates (Å):
1 C -3.3425 -2.9530 0.1939
2 C -3.6843 -1.6604 0.9767
3 C -3.6279 -1.9926 2.4732
4 C -2.6959 -0.5523 0.5148
5 C -2.9617 -0.2172 -0.9753
6 C -2.8080 0.7231 1.3595
7 O -1.7092 1.6279 1.2690
8 P -0.0941 1.2376 1.4690
9 N 0.0417 0.6812 -0.1486
10 C -0.3918 0.1807 2.9718
11 O -1.0792 0.9916 3.9057
12 C -0.9370 0.5032 5.2407
13 O -1.8409 1.1352 6.0686
14 C -3.2080 0.8113 5.8367
15 C -3.9071 1.9039 5.0416
16 O -3.8826 3.1273 5.7703
17 P 2.1749 0.8016 1.7417
18 N 2.9165 1.7316 0.4830
19 O 2.2323 -0.7216 1.0545
20 C 0.2221 3.0991 1.8334
21 F 0.5241 3.6915 0.6605
22 F 1.2434 3.2999 2.6702
23 F -0.8205 3.7587 2.3471
24 H -3.6201 -3.8417 0.7693
25 H -2.2609 -3.0174 0.0159
26 H -3.8315 -2.9910 -0.7839
27 H -4.6976 -1.3521 0.6879
28 H -2.6658 -2.4593 2.7250
29 H -4.3993 -2.7373 2.7060
30 H -3.8140 -1.1388 3.1282
31 H -1.6956 -0.9963 0.5857
32 H -2.2037 -0.6509 -1.6332
33 H -3.9233 -0.6343 -1.2984
34 H -2.9970 0.8648 -1.1417
35 H -3.6713 1.2900 0.9793
36 H -3.0371 0.5069 2.4054
37 H 0.7806 1.2034 -0.6143
38 H -0.8134 0.8591 -0.6668
39 H -0.9487 -0.7381 2.7270
40 H 0.5813 -0.1316 3.3783
41 H 0.0650 0.7427 5.6157
42 H -1.0824 -0.5935 5.2261
43 H -3.2828 -0.1590 5.3246
44 H -3.6896 0.7216 6.8174
45 H -4.9556 1.6239 4.8783
46 H -3.4186 2.0249 4.0682
47 H -3.2837 3.7346 5.3314
48 H 3.9158 1.6706 0.6644
49 H 2.7791 1.2583 -0.4106
50 H 1.3815 -0.9632 0.6648
51 F -1.3122 -2.9981 -2.5991
52 C -1.0632 -2.4619 -3.8148
53 C -0.3467 -1.2833 -3.8788
54 C -0.0903 -0.7295 -5.1245
55 C -0.5493 -1.3565 -6.2753
56 C -1.2684 -2.5399 -6.1796
57 C -1.5326 -3.1064 -4.9402
58 H -0.0018 -0.8150 -2.9658
59 H 0.4686 0.1938 -5.1946
60 H -0.3486 -0.9223 -7.2452
61 H -1.6297 -3.0275 -7.0750
62 H -2.0882 -4.0290 -4.8423
63 F 6.3771 2.4720 0.9589
64 C 6.4253 3.5961 0.2057
65 C 5.2396 4.1174 -0.2669
66 C 5.2885 5.2675 -1.0420
67 C 6.5068 5.8682 -1.3300
68 C 7.6835 5.3175 -0.8398
69 C 7.6516 4.1690 -0.0611
70 H 4.3046 3.6301 -0.0261
71 H 4.3689 5.6948 -1.4189
72 H 6.5396 6.7645 -1.9347
73 H 8.6343 5.7822 -1.0642
74 H 8.5539 3.7233 0.3347
75 F -2.0136 -5.4539 1.6260
76 C -2.0107 -6.6556 1.0082
77 C -1.5137 -6.7328 -0.2770
78 C -1.5136 -7.9681 -0.9090
79 C -2.0069 -9.0907 -0.2580
80 C -2.5029 -8.9799 1.0337
81 C -2.5071 -7.7526 1.6815
82 H -1.1396 -5.8425 -0.7649
83 H -1.1245 -8.0516 -1.9149
84 H -2.0047 -10.0503 -0.7568
85 H -2.8901 -9.8523 1.5427
86 H -2.8841 -7.6418 2.6891
87 F 3.3484 -0.7290 -2.1780
88 C 4.5123 -1.3796 -1.9307
89 C 4.7270 -1.8979 -0.6699
90 C 5.9258 -2.5538 -0.4269
91 C 6.8768 -2.6803 -1.4309
92 C 6.6294 -2.1481 -2.6889
93 C 5.4360 -1.4894 -2.9499
94 H 3.9714 -1.7788 0.0942
95 H 6.1154 -2.9669 0.5549
96 H 7.8093 -3.1914 -1.2332
97 H 7.3689 -2.2416 -3.4729
98 H 5.2199 -1.0675 -3.9221
99 F -3.1238 7.0690 -4.1598
100 C -2.7780 6.4298 -3.0220
101 C -3.4973 6.6832 -1.8717
102 C -3.1358 6.0207 -0.7068
103 C -2.0721 5.1282 -0.7045
104 C -1.3670 4.8960 -1.8772
105 C -1.7174 5.5471 -3.0519
106 H -4.3191 7.3859 -1.8960
107 H -3.6891 6.2040 0.2047
108 H -1.7985 4.6159 0.2060
109 H -0.5337 4.2053 -1.8776
110 H -1.1838 5.3798 -3.9777

Computed properties:
SMILES ... CC(C)[C@@H](C)COP(N)(COCOCCO)(P(N)O)C(F)(F)F.Fc1ccccc1.Fc1ccccc1.Fc1ccccc1.Fc1ccccc1.Fc1ccccc1
Net charge ... 0
Calculated total energy ... -3560.831695 hartree
HOMO energy ... -8.030 eV
Gap between HOMO and LUMO ... 8.40 eV
Spin multiplicity ... 1

Atomic partial charges in e from the Mulliken method, atoms 1 to 99: -1.384, 0.595, -1.703, 1.992, -2.102, -0.980, -0.130, 0.959, 0.049, -1.245, 0.111, -0.805, -0.454, -0.336, 0.054, -0.569, -0.325, -0.134, -0.357, 0.160, -0.207, -0.277, -0.228, 0.352, 0.300, 0.360, 0.387, 0.245, 0.540, 0.318, -0.275, 0.174, 0.616, 0.410, 0.415, -0.603, 0.133, 0.148, 0.274, 0.981, 0.243, 0.497, 0.196, 0.424, 0.306, -0.155, 0.338, 0.291, 0.149, 0.342, -0.176, 0.299, -0.203, -0.610, -0.580, -0.349, -0.664, 0.646, 0.402, 0.382, 0.370, 0.442, -0.291, 0.592, -0.164, -0.535, -0.563, -0.331, -0.538, 0.273, 0.384, 0.375, 0.359, 0.421, -0.239, 0.450, -0.423, -0.339, -0.588, -0.260, -0.584, 0.480, 0.367, 0.370, 0.358, 0.417, -0.242, 0.371, -0.270, -0.555, -0.568, -0.342, -0.524, 0.591, 0.383, 0.386, 0.359, 0.430, -0.325